# 1
Molecular formula: C15H58N26O14
Method: DFT, ωB97M-V/def2-TZVPD

Results
Orbital gap: 0.3574 Eh
Energy relative to the best compared isomer or geometry (same formula, charge and spin): 0.000 eV
Highest occupied orbital energy: -9.46 eV

Cartesian coordinates (Å):
C  6.30  10.64  22.77
O  6.17  11.64  23.48
N  7.03  10.73  21.61
N  5.73  9.39  22.97
H  7.27  9.89  21.12
H  7.44  11.61  21.34
H  5.02  9.27  23.70
H  5.65  8.75  22.20
C  5.14  15.98  16.11
O  6.16  15.26  16.04
N  4.11  15.65  16.91
N  4.98  17.17  15.36
H  4.29  14.74  17.33
H  3.12  15.79  16.62
H  4.00  17.39  15.35
H  5.37  17.04  14.44
C  1.77  8.17  23.29
O  2.36  9.14  23.69
N  2.48  7.02  23.05
N  0.41  8.17  23.00
H  2.07  6.28  22.51
H  3.40  6.92  23.44
H  -0.22  8.94  23.01
H  -0.09  7.29  22.80
C  3.62  14.37  21.80
O  2.53  14.92  21.84
N  4.63  14.62  20.86
N  3.88  13.35  22.67
H  5.60  14.59  21.21
H  4.50  15.40  20.22
H  3.33  13.25  23.51
H  4.77  12.85  22.63
C  4.66  10.42  14.64
O  4.60  10.87  15.72
N  4.14  9.24  14.15
N  5.20  11.18  13.63
H  3.86  8.53  14.80
H  4.29  9.01  13.22
H  5.32  12.16  13.76
H  5.21  10.90  12.68
C  2.12  13.18  17.95
O  1.37  13.91  17.32
N  2.03  12.92  19.28
N  3.25  12.59  17.48
H  2.95  12.91  19.72
H  1.43  13.59  19.72
H  3.81  12.07  18.14
H  3.38  12.32  16.52
C  4.01  9.90  19.97
O  4.35  11.10  20.05
N  3.23  9.28  20.91
N  4.32  9.02  18.92
H  3.08  9.71  21.85
H  3.12  8.30  20.86
H  4.50  8.10  19.35
H  5.08  9.40  18.34
C  -1.32  10.49  21.00
O  -1.90  9.52  21.53
N  -0.36  10.23  20.12
N  -1.45  11.79  21.49
H  0.31  10.94  19.83
H  -0.15  9.29  19.93
H  -2.40  12.05  21.83
H  -0.99  12.48  20.94
C  0.21  9.11  17.08
O  0.08  7.90  17.07
N  1.36  9.76  17.28
N  -0.82  9.93  16.84
H  2.15  9.25  17.61
H  1.34  10.76  17.10
H  -1.71  9.48  17.07
H  -0.77  10.97  17.05
C  6.48  6.11  20.89
O  6.80  7.31  20.66
N  6.64  5.56  22.10
N  5.87  5.37  19.95
H  7.00  6.10  22.79
H  6.72  4.54  22.13
H  5.63  5.88  19.07
H  5.29  4.58  20.21
C  6.29  7.15  16.67
O  5.37  6.48  17.11
N  7.21  7.71  17.50
N  6.48  7.32  15.44
H  6.94  7.77  18.48
H  7.85  8.35  17.02
H  6.04  6.68  14.81
H  7.18  7.97  15.07
C  1.95  6.56  19.35
O  2.79  6.56  20.29
N  0.60  6.74  19.55
N  2.40  6.41  18.06
H  0.31  6.68  20.52
H  -0.08  7.01  18.86
H  3.34  6.71  17.86
H  1.71  6.45  17.31
C  7.47  11.68  17.92
O  8.22  11.40  17.02
N  6.93  12.92  18.08
N  6.84  10.78  18.73
H  7.12  13.74  17.48
H  6.32  13.00  18.88
H  6.27  11.11  19.51
H  7.17  9.84  18.89
C  9.74  10.85  13.93
C  10.17  9.62  14.65
O  9.19  9.23  15.61
H  8.70  10.71  13.55
H  10.47  11.12  13.17
H  9.60  11.68  14.59
H  11.15  9.68  15.10
H  10.27  8.81  13.98
H  8.99  9.98  16.19

Results of the Löwdin charge analysis, in e, for atoms 1 through 8: C -0.626; O -0.010; N 0.149; N 0.169; H 0.070; H 0.110; H 0.103; H 0.052

=====

# 2
Molecular formula: C23H30N6O3
Method: DFT, ωB97M-V/def2-TZVPD

Results
Orbital gap: 0.3404 Eh
Energy relative to the best compared isomer or geometry (same formula, charge and spin): 3.050 eV
Highest occupied orbital energy: -8.84 eV

Cartesian coordinates (Å):
C  1.35  1.71  3.46
H  1.20  2.17  2.48
H  2.27  2.11  3.89
H  0.52  2.00  4.10
C  1.41  0.19  3.36
H  1.65  -0.23  4.34
H  0.43  -0.18  3.07
C  2.44  -0.35  2.35
N  2.01  0.11  1.02
C  2.63  -0.14  -0.13
O  3.68  -0.75  -0.26
C  1.89  0.40  -1.38
C  1.46  1.84  -1.25
C  0.41  2.35  -2.01
C  0.06  3.68  -1.87
C  0.78  4.47  -0.99
N  1.81  4.01  -0.29
C  2.14  2.74  -0.43
H  2.99  2.41  0.15
H  0.54  5.51  -0.83
H  -0.76  4.10  -2.44
H  -0.13  1.71  -2.70
N  0.78  -0.48  -1.73
C  -0.33  -0.46  -0.96
O  -0.48  0.33  -0.05
C  -1.45  -1.45  -1.32
N  -2.51  -1.34  -0.36
C  -3.34  -0.29  -0.13
C  -3.53  0.95  -0.72
C  -4.51  1.75  -0.18
C  -5.29  1.33  0.91
C  -5.11  0.10  1.50
C  -4.12  -0.72  0.97
N  -3.69  -1.97  1.31
N  -2.75  -2.31  0.53
H  -5.71  -0.22  2.34
H  -6.05  2.00  1.29
H  -4.69  2.73  -0.60
H  -2.92  1.28  -1.56
H  -1.06  -2.47  -1.25
H  -1.83  -1.25  -2.32
C  1.04  -1.48  -2.75
H  0.11  -1.82  -3.18
C  1.81  -2.68  -2.20
O  0.98  -3.36  -1.28
C  1.63  -4.40  -0.61
H  1.95  -5.19  -1.31
H  2.51  -4.03  -0.07
H  0.91  -4.81  0.10
H  2.09  -3.35  -3.03
H  2.73  -2.34  -1.70
H  1.64  -1.01  -3.54
H  2.62  0.34  -2.20
H  1.08  0.51  0.97
C  3.85  0.17  2.64
H  4.14  -0.10  3.65
H  4.55  -0.28  1.93
H  3.89  1.25  2.53
C  2.43  -1.88  2.37
H  1.44  -2.26  2.13
H  3.14  -2.26  1.64
H  2.71  -2.24  3.36

Results of the Löwdin charge analysis, in e, for atoms 1 through 8: C -0.083; H 0.065; H 0.070; H 0.075; C -0.190; H 0.119; H 0.118; C -0.532

=====

Number 1: calculated total energy -83918.631 eV, LUMO energy 0.26 eV. Number 2: calculated total energy -39421.164 eV, LUMO energy 0.42 eV.